[1]
64
Properties=species:S:1:pos:R:3:mulliken_charge:R:1 method="wB97M-V/def2-TZVPD" total_charge=+1 energy_ev=-79033.974 multiplicity=1 gap_ev=6.529 e_above_lowest_ev=0.000
Os 0.73986 -1.04743 1.84842 0.805
S -0.76236 -2.43216 0.86210 -0.510
P -1.27016 -0.65283 -0.15386 1.284
C -0.03254 0.28675 0.52926 -0.806
P 1.41024 0.97716 -0.05089 1.113
S 2.68229 -0.39048 0.91190 -0.522
C 1.70697 1.07677 -1.81591 0.373
C 1.12585 2.12926 -2.52658 -0.386
C 1.27685 2.19318 -3.90103 -0.810
C 2.01913 1.22185 -4.56258 -0.448
C 2.60252 0.18090 -3.85614 -0.713
C 2.43989 0.09880 -2.48117 -0.275
C 1.72629 2.61927 0.59828 0.586
C 0.88408 3.16561 1.56076 -0.350
C 1.16561 4.41793 2.08798 -0.710
C 2.28715 5.11309 1.66046 -0.444
C 3.13062 4.56622 0.70064 -0.722
C 2.85216 3.32037 0.16568 -0.472
C -1.30361 -0.88365 -1.93123 0.453
C -2.06381 -0.02396 -2.72419 -0.399
C -2.02080 -0.14358 -4.10378 -0.828
C -1.22989 -1.12281 -4.68953 -0.439
C -0.47496 -1.98098 -3.90147 -0.808
C -0.50371 -1.86024 -2.52175 -0.225
C -2.92252 -0.15279 0.33575 0.276
C -3.09251 0.89902 1.22993 -0.264
C -4.36951 1.24895 1.64514 -0.703
C -5.46823 0.54808 1.17054 -0.447
C -5.29915 -0.50500 0.27918 -0.739
C -4.02854 -0.85717 -0.14111 -0.386
H 0.56809 2.89851 -2.00499 0.470
H 0.82821 3.00626 -4.45603 0.448
H 2.14842 1.28296 -5.63531 0.434
H 3.18586 -0.56818 -4.37512 0.449
H 2.88940 -0.71507 -1.92568 0.387
H 0.01559 2.60658 1.88521 0.275
H 0.50926 4.85133 2.83072 0.431
H 2.50511 6.08927 2.07323 0.404
H 4.00249 5.11373 0.36864 0.412
H 3.50341 2.89725 -0.59051 0.411
H -2.69186 0.73010 -2.26543 0.495
H -2.61138 0.51964 -4.72160 0.442
H -1.20746 -1.22270 -5.76697 0.434
H 0.13414 -2.74708 -4.36278 0.446
H 0.08037 -2.52930 -1.90099 0.400
H -2.22300 1.43409 1.58996 0.357
H -4.50714 2.07032 2.33576 0.431
H -6.46345 0.82338 1.49398 0.400
H -6.15948 -1.04833 -0.08783 0.414
H -3.89593 -1.67558 -0.83954 0.437
F 1.75962 -6.30236 2.77854 -0.317
C 1.52982 -5.02907 3.11733 0.417
C 0.29066 -4.71760 3.69004 -0.549
C 0.02569 -3.41983 4.03317 -0.540
C 0.99302 -2.40863 3.83716 0.141
C 0.65643 -0.97632 3.90138 -1.000
C 2.22977 -2.76367 3.26963 -0.282
C 2.50167 -4.09079 2.90652 -0.793
H -0.43255 -5.50682 3.84395 0.446
H -0.93583 -3.15811 4.45723 0.368
H 1.41624 -0.29271 4.28033 0.481
H -0.32758 -0.75261 4.31029 0.479
H 3.02000 -2.02681 3.21570 0.804
H 3.45516 -4.38201 2.48919 0.483

=====

[2]
68
Properties=species:S:1:pos:R:3:mulliken_charge:R:1 method="wB97M-V/def2-TZVPD" total_charge=0 energy_ev=-76159.388 multiplicity=1 gap_ev=6.678
C -7.04139 -1.04153 1.48484 -0.806
C -7.11148 0.28728 0.52648 -0.404
P -6.57566 0.00460 -1.28442 0.013
C -5.26317 -1.38299 -1.45783 -0.161
C -6.00027 -2.65204 -2.25878 -0.832
O -5.96010 1.44488 -2.04464 -0.274
S -6.88487 2.82728 -1.66721 0.665
O -8.38956 2.49217 -1.44229 -0.503
O -6.28029 3.44094 -0.15621 -0.502
I -7.82038 4.38051 0.78057 0.309
H -8.14188 -1.40394 1.72263 0.235
H -6.60005 -0.67229 2.53022 0.253
H -6.37316 -1.91392 1.08042 0.245
H -6.55981 1.16126 1.08213 0.303
H -8.26125 0.60642 0.48882 0.325
H -4.78985 -1.71270 -0.43608 0.391
H -4.34543 -1.08720 -2.16158 -0.044
H -6.79337 -2.12388 -2.97792 0.332
H -5.25870 -3.25195 -2.94090 0.276
H -6.52604 -3.29449 -1.43025 0.226
C -1.14732 -0.06698 -1.35857 -0.298
C 0.09512 0.35822 -0.88894 -0.650
C 1.20196 -0.48752 -0.97776 -0.499
C 1.06353 -1.76794 -1.52716 0.389
C -0.18382 -2.20205 -1.97412 0.329
C -1.28977 -1.34522 -1.90033 -0.838
C -0.35191 -3.56841 -2.50974 0.443
O -1.44655 -3.94929 -2.90586 -0.691
C 0.81553 -4.47136 -2.55287 0.080
C 0.65803 -5.78827 -3.00430 -0.492
C 1.75961 -6.64479 -3.06087 -0.458
C 3.01983 -6.18735 -2.67687 -0.504
C 3.17858 -4.87768 -2.22147 -0.429
C 2.07196 -4.02115 -2.15025 0.136
C 2.24353 -2.64898 -1.63346 0.512
O 3.34991 -2.24761 -1.29139 -0.706
H -2.00800 0.59549 -1.29781 0.461
H 0.20336 1.34980 -0.45507 0.468
H 2.16991 -0.14687 -0.61385 0.441
H -2.26384 -1.67230 -2.25984 0.557
H -0.32189 -6.15233 -3.30897 0.449
H 1.63409 -7.66855 -3.40677 0.394
H 3.87944 -6.85212 -2.72769 0.390
H 4.16459 -4.52908 -1.91874 0.456
C 4.78351 6.88839 3.51486 -0.445
C 4.73421 7.02480 2.12779 -0.468
C 4.60007 5.89490 1.31934 -0.517
C 4.52713 4.62259 1.89932 0.223
C 4.60116 4.48432 3.28479 0.128
C 4.71800 5.62096 4.09540 -0.567
C 4.57516 3.14372 3.90463 0.632
O 4.63656 3.02159 5.12181 -0.678
C 4.48302 1.95295 3.03649 0.218
C 4.51573 0.67384 3.60714 -0.531
C 4.41570 -0.45746 2.79444 -0.632
C 4.27365 -0.31510 1.41443 -0.233
C 4.24640 0.95779 0.84272 -0.942
C 4.36119 2.09378 1.65492 0.276
C 4.36729 3.43462 1.03728 0.611
O 4.24715 3.56048 -0.17595 -0.681
H 4.87879 7.76965 4.14543 0.391
H 4.79805 8.01165 1.67476 0.390
H 4.55701 6.00948 0.23748 0.449
H 4.76265 5.52177 5.17855 0.451
H 4.62319 0.55402 4.68404 0.459
H 4.44658 -1.44982 3.23912 0.411
H 4.18842 -1.19600 0.78184 0.462
H 4.14017 1.06101 -0.23591 0.603

=====

[3]
67
Properties=species:S:1:pos:R:3:mulliken_charge:R:1 method="wB97M-V/def2-TZVPD" total_charge=0 energy_ev=-78545.065 multiplicity=1 gap_ev=7.119 e_above_lowest_ev=0.726
Ti -0.03014 -1.40329 -0.24116 -0.453
N -3.87550 -3.55620 -0.78627 -0.451
C -2.55790 -3.23203 -0.71896 0.578
S -1.95421 -2.59838 0.79217 -0.458
N -1.84913 -3.39955 -1.79718 -1.348
N -0.55126 -2.96391 -1.58793 1.166
C 0.30855 -3.40808 -2.43174 -0.688
C 1.73009 -3.10352 -2.43016 0.968
C 2.49365 -3.57132 -3.50611 -0.802
C 3.84602 -3.31656 -3.59216 -0.734
C 4.46485 -2.58407 -2.58013 -0.462
C 3.73747 -2.12788 -1.49792 -0.327
C 2.37465 -2.38654 -1.41239 0.304
O 1.69375 -1.94093 -0.33596 -0.524
H -4.39059 -3.63869 0.07140 0.218
H -4.18144 -4.08886 -1.58302 0.247
H -0.06656 -4.06337 -3.21479 0.335
H 1.99562 -4.13824 -4.28366 0.384
H 4.41790 -3.68125 -4.43379 0.410
H 5.52414 -2.36968 -2.63640 0.410
H 4.20401 -1.56734 -0.69881 0.457
N -1.13879 2.17005 -6.67872 -0.543
C -0.98269 1.66605 -5.65792 -0.206
C -0.78631 1.03222 -4.37394 0.456
C -1.88147 0.53801 -3.67019 -0.879
C -1.68008 -0.08556 -2.44974 -0.448
C -0.40383 -0.21200 -1.89332 1.595
C 0.67822 0.30064 -2.61735 -0.660
C 0.49666 0.91711 -3.84583 -0.674
H -2.87557 0.63411 -4.08687 0.478
H -2.54585 -0.48001 -1.92612 0.389
H 1.68050 0.25603 -2.20904 0.338
H 1.34071 1.31180 -4.39639 0.479
C -2.44635 4.00082 3.93015 -0.455
C -3.35343 3.58640 2.96388 -0.619
C -3.01893 2.55614 2.09862 -0.516
C -1.78576 1.90736 2.18905 0.407
C -0.88270 2.33564 3.16334 -0.062
C -1.21135 3.37192 4.02361 -0.916
C -1.46065 0.86044 1.19835 -0.873
C -0.55358 -0.11291 1.27336 1.125
C 0.13588 -0.55402 2.51453 -0.031
C -0.61617 -1.02175 3.59920 0.154
C 0.00578 -1.52295 4.72860 -0.887
C 1.39433 -1.57311 4.80261 -0.459
C 2.15178 -1.11952 3.73502 -1.121
C 1.52729 -0.62304 2.59716 0.406
H -2.69708 4.81250 4.60096 0.399
H -4.31982 4.06749 2.88223 0.387
H -3.72477 2.23833 1.33906 0.416
H 0.08801 1.86517 3.23710 0.500
H -0.49472 3.69422 4.76878 0.410
H -2.01125 0.96897 0.26447 0.081
H -1.69705 -0.97351 3.54276 0.405
H -0.59374 -1.88127 5.55586 0.419
H 1.87944 -1.96208 5.68838 0.399
H 3.23286 -1.15468 3.78270 0.427
H 2.12431 -0.25941 1.76839 0.472
N 0.42304 4.22590 0.00768 0.045
C 1.42516 4.12949 0.94102 -0.560
C 1.89254 2.85445 0.83264 -0.468
N 1.19662 2.16950 -0.13829 -0.002
C 0.33133 3.02273 -0.61455 -0.498
H -0.15443 5.02916 -0.16701 0.203
H 1.69438 4.94778 1.58430 0.423
H 2.67252 2.38490 1.40910 0.473
H -0.38893 2.82017 -1.39263 0.364